Record 1
# C15H24N2O4S

A structure of composition C15H24N2O4S at a distorted geometry (the ωB97M-V functional and the def2-TZVPD basis, the OMol25 dataset).

Geometry as ORCA input:
```
! RIJCOSX wB97M-V def2-TZVPD def2/J DEFGRID3
* xyz 0 1
C 3.0455 3.4301 1.4508
C 2.2405 2.4620 2.3697
H 1.3837 2.8671 2.9573
H 2.9929 1.9718 2.9402
O 1.7133 1.7377 1.4084
C 0.9012 0.7169 1.8879
O 0.6918 0.6802 3.0660
C 0.1902 -0.2203 0.7916
C -0.1159 0.4505 -0.5199
C -0.3787 1.7344 -0.5507
S -0.7863 1.9157 -2.3914
C -0.4505 0.3848 -2.7822
N -0.0593 -0.1441 -1.5241
N -0.5265 -0.2213 -3.8824
H -0.4949 0.6367 -4.6711
H 0.1609 -1.0687 -4.0302
H -0.3367 2.5402 0.2409
C 1.5506 -1.3050 0.6624
H 2.1702 -0.7253 0.3879
H 1.7045 -1.8725 1.6026
C 1.2128 -2.2827 -0.4769
C 1.6566 -2.0286 -1.9074
O 2.4387 -1.2301 -2.1022
O 1.0233 -2.6689 -2.8433
H -0.0604 -2.9633 -2.6151
H 0.1680 -2.7707 -0.3164
H 2.0560 -3.0546 -0.1371
C -1.1131 -1.1102 1.3765
C -2.0393 -0.1572 1.6017
H -2.3767 0.3376 0.7385
H -1.9844 0.6574 2.2707
C -3.4608 -0.6800 2.1290
C -3.1964 -1.4562 3.5722
H -4.0272 -1.6196 4.0320
H -2.4693 -2.2491 3.4742
H -2.8153 -0.8570 4.1808
C -4.0945 -1.7129 1.1894
H -3.9594 -1.6295 0.2883
H -3.3252 -2.7383 1.1183
H -4.9176 -2.3398 1.4393
H -4.0716 -0.0865 2.4461
H -1.0957 -2.0426 0.6434
H -0.5936 -1.4603 2.3111
H 3.8893 3.0868 0.7683
H 2.2757 4.0359 0.6114
H 3.4771 4.2624 2.1825
*
```

Energy relative to the best compared isomer or geometry (same formula, charge and spin) (kcal/mol): 331.7
LUMO energy (eV): 0.08
E_HOMO (eV): -7.93
Strongest force on any atom (eV/A): 17.9

Listed below, in e, are the natural (NBO) charges computed for each atom: -0.62, -0.08, 0.19, 0.18, -0.53, 0.81, -0.60, -0.09, 0.17, -0.43, 0.37, 0.16, -0.58, -0.79, 0.41, 0.45, 0.26, -0.31, 0.18, 0.22, -0.52, 0.82, -0.57, -0.72, 0.52, 0.21, 0.23, -0.41, -0.45, 0.21, 0.24, -0.15, -0.58, 0.19, 0.19, 0.19, -0.57, 0.18, 0.15, 0.22, 0.17, 0.23, 0.23, 0.23, 0.20, 0.20



Record 2
# C25H31F3N2O4S

A structure of composition C25H31F3N2O4S at a distorted geometry (the ωB97M-V functional and the def2-TZVPD basis, the OMol25 dataset).

Geometry as ORCA input:
```
! RIJCOSX wB97M-V def2-TZVPD def2/J DEFGRID3
* xyz 0 1
C -3.2243 -5.5752 -1.2963
C -3.0797 -4.4155 -0.4514
C -4.0836 -3.5261 -0.2178
C -3.8032 -2.3237 0.6866
C -2.6309 -1.9590 1.2192
C -1.3952 -2.9374 0.9394
C -1.5726 -4.1053 0.2497
H -0.9615 -4.6627 -0.2151
H -0.4727 -2.6692 1.1956
S -2.1468 -0.6067 2.1025
O -0.6382 -0.6546 2.4246
O -3.1551 -0.2757 2.8885
N -2.2618 0.7879 1.1715
C -3.2220 0.9322 0.1597
H -3.5423 2.1520 0.2189
C -3.0063 0.4389 -1.1380
C -1.9270 -0.4295 -1.3154
O -1.9203 -1.5384 -1.8223
N -0.7568 0.1800 -1.4158
C -0.4638 1.4782 -0.6999
H 0.4131 1.9784 -0.8268
C -0.7271 1.4981 0.7773
H -1.0345 2.5102 1.0493
H 0.0353 1.0204 1.4108
H -1.3390 2.3847 -1.4618
C 0.4793 -0.6000 -1.5580
C 1.2135 -0.7939 -0.0370
O 1.9981 0.3338 0.0584
C 2.6199 0.1814 1.6094
C 3.0202 1.4347 2.1155
C 2.7458 2.7140 1.2832
C 3.1150 4.0068 1.9303
C 3.9112 3.8904 3.0899
C 4.1188 2.7768 3.8994
C 3.7219 1.5637 3.3276
H 3.9965 0.5461 3.5932
H 4.5865 2.8448 4.6459
H 4.4292 4.6908 3.5951
C 2.9440 5.1658 1.1565
F 1.8986 5.1566 0.4970
F 3.8482 5.2420 0.3297
F 3.1778 6.1921 2.0045
H 2.2671 2.7353 0.5451
H 3.3245 -0.5168 1.6703
H 1.7630 -0.0645 2.1446
H 1.8593 -1.7359 -0.3208
H 0.4985 -1.1740 0.6610
H 0.0684 -1.6306 -1.7603
C 1.3541 0.1449 -2.7306
C 0.7031 0.4932 -3.8548
H -0.2225 1.1936 -3.6674
H 1.1566 0.8343 -4.6925
H -0.1121 -0.5339 -4.3182
C 2.5379 -0.9526 -2.9067
H 3.2061 -1.1593 -2.0965
H 3.2591 -0.5927 -3.8598
H 2.0949 -1.7366 -3.2785
H 1.9423 1.0422 -2.1873
H -3.0758 1.2679 -2.0079
H -3.8775 -0.4639 -1.4133
H -4.2264 0.5081 0.7649
H -4.5063 -1.7298 0.9852
H -5.0718 -3.6021 -0.4798
H -2.3765 -6.2382 -1.0432
H -4.2846 -5.8956 -1.0462
H -3.1896 -5.2207 -2.2812
*
```

Energy relative to the best compared isomer or geometry (same formula, charge and spin) (kcal/mol): 460.3
LUMO energy (eV): 0.19
E_HOMO (eV): -8.86
Strongest force on any atom (eV/A): 17.8

Listed below, in e, are the natural (NBO) charges computed for each atom: -0.67, 0.11, -0.26, -0.08, -0.43, -0.14, -0.16, 0.18, 0.20, 2.35, -0.96, -0.93, -0.71, -0.26, 0.22, -0.55, 0.66, -0.63, -0.47, -0.19, 0.23, -0.26, 0.23, 0.26, 0.15, -0.05, -0.10, -0.57, -0.09, -0.04, -0.08, -0.14, -0.17, -0.16, -0.19, 0.20, 0.17, 0.22, 0.94, -0.28, -0.30, -0.34, 0.15, 0.20, 0.22, 0.16, 0.22, 0.26, -0.25, -0.58, 0.22, 0.22, 0.17, -0.57, 0.22, 0.18, 0.19, 0.22, 0.27, 0.26, 0.23, 0.20, 0.21, 0.22, 0.23, 0.24



Record 3
# C43H68Br2ClN10O4P2Pt

A structure of composition C43H68Br2ClN10O4P2Pt at a distorted geometry (the ωB97M-V functional and the def2-TZVPD basis, the OMol25 dataset).

Geometry as ORCA input:
```
! RIJCOSX wB97M-V def2-TZVPD def2/J DEFGRID3
* xyz 3 1
Pt 0.2961 -0.1850 0.2535
Br -0.1621 -1.5828 6.7442
C -0.0330 -1.2926 4.8663
C 1.1530 -1.6551 4.1768
C 1.2306 -1.3901 2.8370
N 0.2406 -0.8230 2.1300
C -0.9420 -0.4877 2.7830
C -1.0647 -0.7192 4.1721
C -1.9427 0.0917 1.9682
C -3.2801 0.3449 2.3572
C -4.1410 0.9422 1.4749
Br -5.9649 1.2642 1.9490
C -3.6772 1.3451 0.2014
C -2.3749 1.0563 -0.1245
N -1.5424 0.4101 0.6884
H 1.9702 -2.1200 4.6996
H 2.1274 -1.6557 2.2953
H -1.9660 -0.4287 4.6861
H -3.6238 0.0600 3.3374
H -4.3227 1.8781 -0.4753
H -1.9594 1.3864 -1.0661
O -0.8847 -2.2181 -0.7847
P -2.2906 -2.6793 -0.8923
N -3.2263 -1.5991 -1.7508
C -2.6525 -0.9162 -2.9097
C -3.7528 -0.9667 -3.9628
C -4.9952 -0.7751 -3.0968
C -4.6789 -1.6001 -1.8491
N -2.9782 -2.8770 0.6108
C -4.3890 -3.0621 0.9171
C -4.4230 -3.6238 2.3390
C -3.0745 -4.3274 2.4735
C -2.1594 -3.3711 1.7137
N -2.4603 -4.1758 -1.6912
C -2.1196 -5.4382 -1.0665
C -0.9380 -5.9482 -1.8850
C -1.3796 -5.5919 -3.3074
C -2.2282 -4.3226 -3.1226
H -1.7121 -1.3797 -3.2080
H -2.4476 0.1294 -2.6586
H -3.7784 -1.9339 -4.4646
H -3.6377 -0.1877 -4.7112
H -5.9121 -1.1032 -3.5794
H -5.1022 0.2784 -2.8320
H -5.0533 -2.6250 -1.9433
H -5.1256 -1.1554 -0.9559
H -4.8516 -3.7555 0.2060
H -4.9220 -2.1106 0.8531
H -5.2672 -4.2908 2.4902
H -4.4939 -2.8135 3.0650
H -3.1110 -5.3110 2.0040
H -2.7649 -4.4531 3.5084
H -1.2310 -3.8149 1.3517
H -1.8968 -2.5349 2.3687
H -2.9730 -6.1158 -1.1960
H -1.9094 -5.3325 -0.0063
H -0.7604 -7.0130 -1.7495
H -0.0379 -5.3956 -1.6063
H -1.9816 -6.3975 -3.7263
H -0.5379 -5.4226 -3.9748
H -3.1992 -4.4223 -3.6208
H -1.7331 -3.4400 -3.5275
Cl 2.9327 0.1594 -3.2210
C 1.2265 -0.1847 -3.4962
C 0.4081 0.9693 -2.8008
O 0.0712 1.9056 -3.4842
O 0.1747 0.8088 -1.5756
H 0.9719 -1.1417 -3.0390
H 1.0436 -0.1546 -4.5709
N 4.3116 -2.9004 -1.7780
N 3.6925 -1.9655 -1.0699
N 4.3508 -1.1294 -0.3125
C 3.3942 -0.4308 0.2649
N 2.1931 -0.8483 -0.1483
N 2.4030 -1.8331 -0.9980
H 5.3038 -2.7347 -1.8988
H 3.8077 -3.2742 -2.5707
H 3.5748 0.3629 0.9611
O 0.6911 2.1685 1.2215
P 1.0152 3.6227 1.2542
C 1.3550 4.1689 -0.5169
C 1.4004 5.6539 -0.8327
C 2.7599 6.3030 -0.6030
C 3.8593 5.5380 -1.3300
C 3.8817 4.0851 -0.8743
C 2.5366 3.4143 -1.1221
C 2.2652 3.8063 2.6286
C 3.0345 5.1028 2.8356
C 3.6207 5.1110 4.2504
C 4.0831 3.7210 4.6816
C 4.4486 2.8673 3.4755
C 3.2280 2.6108 2.5792
C -0.5570 4.6365 1.6350
C -0.3900 5.8675 2.5103
C -0.3418 5.5997 4.0096
C -1.4214 4.6302 4.4768
C -1.4411 3.3646 3.6307
C -1.6382 3.7094 2.1638
H 0.4393 3.7384 -0.9561
H 0.6361 6.2007 -0.2763
H 1.1447 5.7597 -1.8913
H 2.9812 6.3331 0.4640
H 2.7252 7.3328 -0.9582
H 4.8255 6.0073 -1.1423
H 3.6805 5.5801 -2.4056
H 4.1319 4.0452 0.1879
H 4.6577 3.5398 -1.4154
H 2.5317 2.3835 -0.7530
H 2.3647 3.3741 -2.2021
H 1.6197 3.6587 3.5071
H 2.4103 5.9863 2.7006
H 3.8455 5.1633 2.1072
H 2.8889 5.4908 4.9695
H 4.4509 5.8202 4.2743
H 3.3021 3.2099 5.2509
H 4.9353 3.8122 5.3549
H 4.8621 1.9154 3.8072
H 5.2220 3.3853 2.9049
H 2.6980 1.7133 2.9074
H 3.5552 2.4482 1.5499
H -0.8487 4.9597 0.6282
H -1.2589 6.5058 2.3143
H 0.4766 6.4557 2.1976
H -0.4443 6.5487 4.5391
H 0.6340 5.1934 4.2891
H -2.3949 5.1200 4.4054
H -1.2669 4.3824 5.5275
H -2.2452 2.7073 3.9651
H -0.5025 2.8089 3.7381
H -2.5997 4.2159 2.0453
H -1.6586 2.8060 1.5604
*
```

Energy relative to the best compared isomer or geometry (same formula, charge and spin) (kcal/mol): 37.5
LUMO energy (alpha / beta) (eV): -12.51 / -12.51
E_HOMO (alpha / beta) (eV): -16.01 / -16.02
Strongest force on any atom (eV/A): 4.6

Mulliken atomic charge list, values in e, 99 entries: 0.50, 0.00, -0.79, -1.01, -0.39, 0.91, 0.19, -0.38, 1.56, -0.80, -1.19, 0.04, -1.14, -0.34, 0.83, 0.59, 0.55, 0.69, 0.73, 0.68, 0.52, -1.22, -1.09, 1.26, -0.13, -0.76, -0.87, -0.43, 1.20, -0.41, -0.83, -0.67, -0.31, 0.26, -0.36, -0.56, -0.75, -0.01, -0.02, 0.19, 0.28, 0.45, 0.48, 0.24, 0.45, 0.01, 0.49, -0.08, 0.48, 0.24, 0.26, 0.44, 0.55, -0.03, 0.37, 0.10, 0.44, 0.20, 0.34, 0.34, 0.31, 0.10, -0.19, 0.10, 0.14, -0.57, -0.50, -0.26, 0.61, -0.58, 1.01, -0.96, -0.78, 1.26, -0.42, 0.32, 0.25, 0.74, -0.97, -0.55, 0.35, -1.19, -0.36, -1.19, -0.29, 0.11, 1.45, -0.91, -0.99, -0.76, -1.21, 0.08, 0.28, -1.77, 0.03, -1.52, 0.19, -0.56, 0.25



Record 4
# C2H4O2P

The ion C2H4O2P with charge -1 at a distorted geometry (the ωB97M-V functional and the def2-TZVPD basis, the OMol25 dataset).

Geometry as ORCA input:
```
! RIJCOSX wB97M-V def2-TZVPD def2/J DEFGRID3
* xyz -1 1
C 1.0619 0.3488 -0.9454
P 0.3714 -0.2047 0.5278
C -1.5865 0.1292 0.1120
O -2.0005 -0.3423 -0.9021
O -1.9442 0.7937 1.0099
H 0.6120 -0.1785 -1.8022
H 2.1734 0.3075 -1.0350
H 0.3169 0.5407 1.8010
H 0.9956 -1.3945 1.2341
*
```

Energy relative to the best compared isomer or geometry (same formula, charge and spin) (kcal/mol): 66.6
LUMO energy (eV): 4.46
E_HOMO (eV): -3.14
Strongest force on any atom (eV/A): 4.6

Listed below, in e, are the natural (NBO) charges computed for each atom: -1.22, 0.64, 0.75, -0.70, -0.70, 0.23, 0.18, -0.04, -0.13